15
Properties=species:S:1:pos:R:3:forces:R:3 method="wB97M-V/def2-TZVPD" homo_lumo_gap_ev=8.68 de_lowest_kj_mol=282.8 fmax_ev_per_a=4.72 total_energy_ev=-34455.9931 smiles="O=c1nc(-c2cnccn2)ss1" lumo_ev=-0.985
C 2.443 1.030 0.034 -0.95 0.77 -1.78
C 0.302 0.078 -0.051 -1.84 1.01 -0.27
C -1.187 0.024 -0.096 -3.63 -1.67 0.90
C -1.857 1.168 0.046 -3.14 2.11 -1.19
C -3.998 0.296 0.107 -0.95 1.47 2.45
C -3.390 -1.023 -0.108 2.64 2.86 1.02
H -1.277 1.975 -0.214 0.91 2.53 0.40
H -5.115 0.640 0.614 2.87 -1.93 -2.21
H -3.977 -1.932 -0.114 0.27 -0.05 -0.19
N 0.921 1.184 0.036 3.11 0.34 0.45
N -3.233 1.407 0.167 1.79 -2.63 -0.37
N -2.010 -1.091 -0.111 -0.87 -0.80 -0.62
O 3.217 1.900 -0.312 -1.91 -2.25 1.54
S 2.941 -0.800 0.318 -2.15 0.88 -0.79
S 0.872 -1.439 -0.194 3.85 -2.65 0.66



16
Properties=species:S:1:pos:R:3:forces:R:3 method="wB97M-V/def2-TZVPD" homo_lumo_gap_ev=8.71 de_lowest_kj_mol=100.4 fmax_ev_per_a=1.35 total_energy_ev=-17087.5633 smiles="N/C=C/N.CS" lumo_ev=0.979
C 0.966 -0.227 -1.155 -0.24 -0.16 0.14
C 0.072 0.011 -2.104 -0.27 0.11 0.20
N -0.491 -0.946 -2.948 0.18 -0.05 -0.37
N 1.262 0.701 -0.112 0.74 0.66 -0.91
H 1.337 -1.230 -0.988 0.05 -0.08 0.06
H -0.311 1.015 -2.248 -0.02 0.06 0.02
H -1.450 -0.751 -3.194 0.07 -0.04 0.01
H -0.388 -1.886 -2.602 -0.09 -0.09 -0.03
H 2.251 0.698 0.109 0.01 0.03 0.06
H 0.350 -0.118 1.075 -0.38 -0.62 0.57
H 1.027 1.642 -0.420 -0.02 -0.09 0.22
C -0.957 0.312 2.988 -0.16 0.28 0.29
S -0.364 -0.998 1.886 0.05 0.40 -0.04
H -1.767 -0.080 3.598 -0.08 -0.07 -0.05
H -0.198 0.682 3.677 0.17 -0.15 -0.08
H -1.339 1.175 2.438 -0.02 -0.20 -0.09



118
Properties=species:S:1:pos:R:3:forces:R:3 method="wB97M-V/def2-TZVPD" homo_lumo_gap_ev="6.69 / 5.06" fmax_ev_per_a=1.46 total_energy_ev=-119334.9673 multiplicity=3 lumo_ev="-8.214 / -9.748" total_charge=+3
W -0.207 0.250 1.097 -0.39 -0.25 -0.76
N -0.038 2.353 0.381 -0.22 -0.24 0.45
C 0.621 2.357 -0.942 0.12 0.15 -0.21
C 0.764 3.798 -1.476 0.07 0.08 -0.07
C 2.122 4.126 -2.011 0.34 -0.12 0.10
C 3.155 3.283 -2.011 -0.23 0.52 -0.14
C 3.090 1.983 -1.367 -0.43 -0.53 0.30
C 4.201 1.145 -1.240 -0.35 -0.01 0.03
C 4.063 -0.047 -0.556 -0.26 0.07 0.11
C 2.849 -0.341 0.049 0.44 -0.18 -0.13
N 1.788 0.467 -0.023 0.08 0.17 0.34
C 1.899 1.583 -0.760 0.56 0.35 -0.43
H 0.610 2.829 1.025 -0.25 -0.09 -0.09
H -0.914 2.886 0.326 0.32 -0.15 0.01
H 0.500 4.514 -0.688 -0.01 -0.07 0.03
H 2.215 5.109 -2.449 0.11 0.12 -0.10
H 4.094 3.566 -2.460 0.12 0.09 -0.06
H 5.148 1.428 -1.678 0.06 0.01 -0.04
H 4.887 -0.733 -0.459 0.08 -0.11 0.04
H 2.721 -1.263 0.601 0.00 0.06 0.04
Te -3.442 -0.964 -2.935 0.63 -0.99 0.10
C -2.850 -2.513 -4.348 -0.10 0.63 0.18
C -2.613 -3.818 -3.959 0.04 -0.17 0.23
C -2.433 -4.771 -4.964 -0.03 0.40 0.75
N -2.488 -4.459 -6.235 0.19 -1.03 -1.03
C -2.725 -3.229 -6.616 -0.09 0.68 0.31
C -2.907 -2.200 -5.695 -0.05 0.22 -0.12
C -1.902 -1.002 -1.485 -0.94 0.52 -0.60
P -2.173 -1.206 0.234 0.49 -1.14 -0.56
C -3.797 -2.013 0.310 0.09 0.58 0.41
C -4.937 -1.235 0.110 0.04 -0.12 0.09
C -6.168 -1.853 -0.015 0.00 0.07 0.03
C -6.261 -3.236 0.064 0.07 0.01 0.00
C -5.122 -4.003 0.259 -0.02 -0.07 -0.05
C -3.881 -3.398 0.376 0.20 0.13 0.10
C -0.856 -2.358 0.814 -0.08 0.51 0.22
C -0.349 -2.237 2.132 -0.77 0.00 0.22
C 0.704 -3.071 2.530 0.30 -0.04 -0.13
C 1.237 -4.003 1.660 -0.02 0.24 0.25
C 0.727 -4.126 0.369 -0.30 0.22 -0.15
C -0.282 -3.288 -0.062 0.06 -0.28 -0.14
P -0.298 -0.232 -1.369 -0.02 0.34 -0.58
C -0.269 1.542 -1.971 -0.28 -0.21 0.00
C 0.314 1.808 -3.340 0.09 -0.05 -0.22
C 0.261 3.074 -3.718 -0.02 -0.12 -0.03
C -0.260 4.004 -2.657 -0.09 -0.03 -0.12
C -1.602 3.496 -2.224 -0.08 -0.02 0.16
C -1.618 2.212 -1.891 -0.30 -0.04 0.10
C 0.646 -1.184 -2.597 0.10 -0.11 0.45
C 1.769 -1.960 -2.343 -0.02 0.06 0.01
C 2.329 -2.715 -3.359 0.12 -0.07 0.04
C 1.758 -2.729 -4.620 -0.06 0.03 0.00
C 0.612 -1.986 -4.868 0.07 -0.01 -0.05
C 0.059 -1.218 -3.863 -0.05 0.05 0.07
H -2.583 -4.119 -2.924 -0.04 0.00 0.16
H -2.255 -5.811 -4.730 0.04 -0.07 0.14
H -2.774 -3.044 -7.680 -0.01 0.08 -0.09
H -3.097 -1.196 -6.039 -0.03 0.14 -0.06
H -4.862 -0.156 0.051 -0.05 0.07 0.00
H -7.055 -1.258 -0.166 -0.10 0.05 -0.03
H -7.222 -3.716 -0.031 -0.10 -0.05 0.01
H -5.195 -5.077 0.322 -0.03 -0.10 -0.02
H -2.988 -3.994 0.516 -0.03 -0.07 0.06
H -0.928 -1.735 2.908 0.26 -0.23 -0.22
H 1.055 -3.031 3.550 0.03 0.03 0.11
H 2.017 -4.668 1.995 0.08 -0.08 0.06
H 1.100 -4.897 -0.287 0.10 -0.04 -0.13
H -0.666 -3.359 -1.073 0.03 -0.09 0.01
H 0.747 1.011 -3.917 0.06 0.04 -0.14
H 0.613 3.452 -4.661 0.15 0.00 -0.18
H -0.281 5.045 -2.967 0.05 0.02 0.04
H -2.462 4.144 -2.219 -0.18 0.05 0.01
H -2.495 1.653 -1.593 -0.06 0.15 0.03
H 2.204 -1.992 -1.358 -0.03 -0.10 -0.04
H 3.215 -3.298 -3.159 0.07 -0.09 -0.01
H 2.196 -3.322 -5.405 0.06 -0.07 -0.10
H 0.154 -2.001 -5.843 -0.07 -0.02 -0.13
H -0.834 -0.634 -4.049 0.10 -0.02 -0.17
C 1.706 2.951 4.127 0.17 -0.06 -0.32
P 0.619 1.612 3.476 -0.70 -0.10 1.02
C 0.878 0.413 4.846 -0.07 0.07 -0.07
C -0.953 2.431 4.039 0.03 -0.15 -0.11
C -2.072 1.422 4.128 0.19 0.04 -0.11
P -2.285 0.577 2.511 -0.41 0.84 0.81
C -3.478 -0.713 3.071 0.20 -0.19 -0.03
C -3.327 1.818 1.649 0.04 -0.20 -0.02
H 1.347 3.197 5.126 -0.10 -0.05 -0.03
H 1.671 3.839 3.500 -0.01 0.05 0.02
H 2.732 2.609 4.218 0.04 0.03 -0.02
H 0.480 0.836 5.769 -0.01 -0.03 0.05
H 1.949 0.258 4.971 -0.08 -0.04 0.02
H 0.406 -0.548 4.651 -0.03 -0.05 0.02
H -1.204 3.242 3.347 0.06 0.03 0.02
H -0.777 2.885 5.017 0.04 0.00 -0.12
H -3.025 1.889 4.399 0.05 -0.13 -0.02
H -1.835 0.674 4.892 -0.10 0.01 -0.10
H -4.478 -0.476 2.707 0.06 -0.06 0.01
H -3.497 -0.719 4.162 0.03 0.04 -0.09
H -3.221 -1.714 2.728 -0.10 0.03 0.14
H -4.331 1.828 2.076 0.00 0.02 -0.02
H -3.386 1.608 0.581 -0.05 0.08 0.01
H -2.887 2.806 1.793 0.00 0.00 -0.06
N 3.098 4.561 1.130 -0.01 0.35 0.00
C 3.582 3.404 1.649 0.45 -0.31 0.43
N 2.917 2.289 1.722 0.10 0.80 -0.31
C 3.644 1.346 2.419 0.67 -0.10 0.22
C 3.216 0.067 2.765 0.05 0.01 0.08
C 4.060 -0.759 3.479 -0.05 -0.06 0.03
C 5.324 -0.333 3.871 0.10 -0.05 0.06
C 5.756 0.945 3.581 0.02 0.05 0.00
C 4.912 1.772 2.861 -0.23 -0.03 -0.12
S 5.179 3.424 2.387 -0.39 -0.18 -0.14
H 2.554 4.510 0.282 0.05 -0.09 0.01
H 3.741 5.338 1.144 -0.08 0.10 -0.10
H 2.213 -0.262 2.506 0.24 -0.07 0.04
H 3.728 -1.747 3.756 -0.04 -0.17 0.03
H 5.968 -0.998 4.423 0.08 -0.10 0.09
H 6.719 1.297 3.914 0.15 0.00 0.04



14
Properties=species:S:1:pos:R:3:forces:R:3 method="wB97M-V/def2-TZVPD" homo_lumo_gap_ev=10.76 de_lowest_kj_mol=51.3 fmax_ev_per_a=0.50 total_energy_ev=-9742.5017 smiles="[H]/N=C/NC(=O)NC" lumo_ev=0.847
C -1.673 -0.658 -1.670 -0.17 0.00 -0.24
N -0.879 -0.931 -0.471 -0.09 0.01 0.11
C -0.415 0.263 0.169 -0.10 0.33 0.08
O -1.077 1.260 0.374 0.23 -0.41 -0.16
N 0.908 0.153 0.508 0.07 -0.05 0.00
C 1.620 1.142 1.171 0.15 -0.01 0.06
N 2.863 0.989 1.375 -0.33 0.15 0.04
H -1.002 -0.357 -2.481 -0.16 0.00 0.15
H -2.435 0.119 -1.522 0.14 -0.15 -0.02
H -2.156 -1.591 -1.971 0.04 0.17 0.00
H -1.446 -1.449 0.197 0.18 0.06 -0.03
H 1.415 -0.660 0.185 -0.09 0.07 0.10
H 0.995 1.990 1.465 0.14 -0.12 -0.04
H 3.234 1.786 1.885 0.00 -0.05 -0.07